{"formula": "C41H31N8O6PZn", "method": "ωB97M-V with the def2-TZVPD basis set", "species": ["Zn", "C", "C", "C", "C", "C", "C", "N", "C", "C", "C", "C", "C", "C", "N", "N", "C", "C", "C", "C", "C", "N", "H", "H", "H", "H", "H", "H", "H", "H", "H", "H", "H", "H", "H", "N", "P", "C", "C", "C", "C", "C", "C", "C", "C", "C", "C", "C", "C", "C", "C", "C", "C", "C", "N", "H", "H", "H", "H", "H", "H", "H", "H", "H", "H", "H", "H", "H", "H", "H", "O", "C", "O", "C", "C", "C", "C", "C", "C", "N", "O", "O", "N", "O", "O", "H", "H", "H"], "xyz": [[12.7072, 15.4914, 14.6766], [17.5228, 13.3408, 12.9999], [17.8812, 14.5555, 13.5907], [16.9303, 15.4675, 13.9230], [15.6040, 15.2321, 13.6066], [15.2193, 13.9565, 13.1251], [16.2037, 13.0168, 12.7926], [14.5120, 16.1050, 13.9917], [14.5061, 17.3643, 13.5297], [15.5286, 17.9309, 12.7165], [15.3842, 19.1757, 12.1587], [14.3066, 20.0047, 12.4684], [13.3372, 19.5592, 13.3207], [13.4243, 18.2560, 13.8470], [12.5282, 17.6596, 14.6632], [11.7174, 18.3353, 15.3175], [11.0450, 17.4981, 16.2319], [10.0275, 17.9463, 17.0178], [9.4673, 17.0889, 17.9536], [9.9747, 15.8244, 18.1038], [10.9811, 15.4180, 17.2561], [11.4784, 16.2234, 16.3334], [18.3355, 12.6550, 12.7319], [18.9257, 14.7944, 13.7784], [17.1822, 16.3442, 14.5003], [14.1552, 13.7159, 13.0681], [15.9486, 12.0584, 12.3925], [16.3753, 17.3319, 12.3465], [16.1640, 19.5542, 11.4986], [14.2824, 20.9992, 12.0505], [12.5188, 20.2374, 13.5364], [9.7004, 18.9839, 16.9597], [8.5867, 17.3490, 18.5577], [9.4928, 15.0934, 18.7253], [11.3477, 14.3676, 17.2280], [9.9574, 15.8726, 11.6984], [11.6076, 15.3746, 11.9214], [11.6292, 13.6862, 11.3739], [10.4216, 12.9960, 11.5111], [10.3164, 11.6341, 11.2134], [11.4547, 10.9293, 10.8632], [12.6557, 11.5721, 10.7765], [12.7742, 12.9490, 11.0477], [12.2136, 16.1984, 10.3890], [12.2708, 17.5972, 10.4545], [12.5659, 18.3415, 9.3229], [12.8684, 17.7328, 8.1029], [12.8447, 16.3334, 8.0553], [12.5257, 15.5640, 9.1474], [9.0450, 16.0683, 12.7195], [7.7216, 16.3839, 12.4075], [6.8490, 16.4636, 13.4275], [7.2554, 16.2943, 14.7598], [8.5717, 15.8861, 14.9283], [9.5038, 15.8076, 13.9426], [9.6525, 16.0223, 10.7290], [9.5724, 13.6012, 11.8474], [9.3589, 11.1415, 11.2323], [11.3186, 9.8652, 10.6569], [13.6056, 11.0453, 10.5687], [13.7393, 13.4747, 10.9822], [12.0853, 18.0976, 11.3843], [12.6983, 19.4003, 9.4085], [13.0543, 18.3349, 7.2366], [12.9852, 15.7603, 7.0681], [12.4189, 14.4649, 9.1244], [7.3962, 16.4462, 11.3948], [5.8063, 16.6200, 13.2676], [6.5555, 16.3271, 15.5774], [8.8524, 15.5490, 15.9234], [10.5149, 13.0287, 15.4040], [11.6358, 12.7593, 14.9936], [12.6201, 13.5670, 14.8574], [12.0044, 11.3090, 14.6249], [13.3246, 10.8497, 14.5692], [13.5484, 9.5031, 14.2591], [12.5364, 8.6012, 14.0131], [11.2636, 9.1096, 14.0590], [10.9711, 10.4161, 14.3907], [10.2002, 8.2311, 13.5889], [9.2178, 8.7927, 13.1399], [10.3635, 7.0411, 13.5887], [14.9269, 9.0504, 14.1556], [15.8115, 9.8892, 14.1059], [15.1035, 7.8675, 14.0272], [14.1199, 11.5476, 14.7257], [12.6942, 7.5724, 13.8410], [9.9331, 10.7336, 14.4639]], "forces_ev_per_a": [[-0.139, 0.356, -0.007], [1.394, 0.022, -0.027], [0.787, -0.846, -0.458], [-0.646, 0.864, 0.359], [-2.178, -1.073, 0.698], [0.596, 0.540, -0.019], [-0.571, 0.834, 0.291], [0.808, -0.318, -0.379], [0.443, 0.119, -0.153], [0.512, -0.164, -1.305], [0.704, -0.371, 0.299], [-0.253, 0.407, 0.079], [0.126, 0.417, -0.097], [0.318, -0.288, -0.491], [0.145, 0.401, -0.412], [-0.648, 0.300, 0.447], [0.546, -1.369, -0.082], [-0.728, 1.219, 0.795], [-0.627, 0.163, 0.463], [-0.361, -0.504, -0.047], [0.504, -0.995, -0.534], [0.242, -0.106, 0.066], [-0.491, 0.125, 0.084], [-0.142, -0.221, 0.046], [0.082, 0.282, -0.187], [0.466, 0.114, -0.076], [-0.224, -0.430, -0.113], [-0.551, 0.214, 0.541], [-0.159, -0.171, 0.057], [-0.208, 0.097, -0.028], [-0.128, -0.398, 0.291], [0.034, -0.286, -0.235], [0.541, 0.267, -0.341], [0.045, -0.063, 0.441], [-0.309, 0.987, 0.169], [0.600, 0.085, -0.675], [0.086, 1.370, -0.404], [-0.439, -1.727, 0.448], [-0.394, -0.068, -0.160], [0.030, 0.970, 0.152], [-1.067, -0.829, -0.144], [2.173, 0.906, 0.281], [-0.139, 0.050, -0.248], [0.413, 0.328, -0.684], [0.133, -0.709, -0.548], [0.742, -0.251, -0.384], [-0.513, -0.806, 1.072], [0.064, -0.786, -2.422], [-0.827, -0.178, 2.099], [0.998, -0.553, -0.185], [0.642, -0.277, -0.211], [-0.895, 0.355, 1.729], [0.915, -0.620, -1.002], [0.004, 0.086, 0.181], [-1.484, 0.113, 0.533], [0.106, -0.067, 0.814], [0.067, -0.686, -0.237], [-0.140, -0.100, 0.207], [0.410, 0.262, -0.011], [-0.782, 0.116, -0.055], [-0.445, -0.538, -0.070], [-0.099, 0.204, 0.350], [-0.266, 0.520, 0.055], [0.217, 0.072, -0.319], [-0.003, 1.179, 1.519], [0.279, 0.798, -0.403], [-0.069, 0.143, -0.601], [-0.583, 0.256, -0.394], [-0.001, -0.016, 0.106], [0.365, 0.136, -0.360], [0.196, -0.305, -0.268], [-0.042, -0.412, 0.154], [0.355, 0.178, -0.114], [-0.110, 0.042, 0.443], [-0.951, -0.324, -0.490], [-0.052, 1.119, 0.465], [0.040, 0.888, 0.467], [0.132, 0.022, -0.047], [-0.455, 0.132, -0.058], [-0.732, 0.707, -0.390], [-0.280, 0.000, 0.083], [0.310, -0.792, 0.220], [0.586, 0.501, -0.626], [-0.274, -0.050, 0.290], [0.186, -0.912, 0.139], [0.456, 0.102, 0.050], [0.327, -0.829, -0.366], [0.283, 0.070, -0.117]], "charge": 0, "total_energy_ev": -124928.867, "fmax_ev_per_a": 2.5, "e_above_lowest_kj_mol": 0.0, "e_homo_ev": -7.28, "gap_ev": 6.12}

{"formula": "C41H32CdNO5P2STe", "method": "ωB97M-V with the def2-TZVPD basis set", "species": ["Cd", "C", "N", "C", "P", "C", "C", "C", "C", "C", "C", "C", "C", "C", "C", "C", "C", "C", "C", "C", "C", "C", "C", "P", "C", "C", "C", "C", "C", "C", "C", "C", "C", "C", "C", "C", "H", "H", "H", "H", "H", "H", "H", "H", "H", "H", "H", "H", "H", "H", "H", "H", "H", "H", "H", "H", "H", "H", "H", "H", "H", "H", "H", "H", "H", "O", "C", "C", "O", "C", "C", "O", "C", "O", "O", "Te", "C", "C", "C", "C", "S", "H", "H", "H"], "xyz": [[0.2031, 1.3155, -2.4867], [1.1777, -1.1040, 1.3605], [-0.0244, -1.0589, 2.1653], [-1.2151, -1.6816, 1.6261], [-1.9617, -0.8053, 0.1195], [-3.3988, -0.0633, 0.9788], [-4.6772, -0.0786, 0.4236], [-5.7257, 0.5457, 1.0819], [-5.5109, 1.2188, 2.2766], [-4.2348, 1.2643, 2.8166], [-3.1842, 0.6329, 2.1694], [-2.6111, -2.3817, -0.5528], [-1.9836, -2.8940, -1.6852], [-2.4387, -4.0634, -2.2769], [-3.5099, -4.7434, -1.7218], [-4.1089, -4.2647, -0.5653], [-3.6659, -3.0897, 0.0174], [0.0218, -0.6076, 3.4765], [-0.8447, -1.1073, 4.4612], [-0.8317, -0.6050, 5.7501], [0.0524, 0.3990, 6.1133], [0.9505, 0.8660, 5.1661], [0.9407, 0.3754, 3.8732], [1.4503, 0.0482, -0.1609], [3.2123, -0.3707, -0.4636], [4.1831, -0.6166, 0.5079], [5.4749, -0.9526, 0.1384], [5.8145, -1.0608, -1.2027], [4.8569, -0.8310, -2.1769], [3.5660, -0.4870, -1.8071], [1.5137, 1.6443, 0.7380], [0.2958, 2.3090, 0.9051], [0.2485, 3.5469, 1.5204], [1.4198, 4.1496, 1.9524], [2.6336, 3.5058, 1.7755], [2.6841, 2.2557, 1.1753], [1.2609, -2.1188, 0.9438], [2.0286, -0.9277, 2.0167], [-1.9858, -1.7281, 2.3897], [-0.9700, -2.7049, 1.3117], [-4.8502, -0.5791, -0.5201], [-6.7168, 0.5095, 0.6473], [-6.3321, 1.7127, 2.7814], [-4.0548, 1.7953, 3.7433], [-2.1936, 0.6797, 2.6070], [-1.1374, -2.3664, -2.1140], [-1.9758, -4.4249, -3.1859], [-3.8825, -5.6411, -2.1968], [-4.9389, -4.8015, -0.1243], [-4.1536, -2.7097, 0.9059], [-1.5358, -1.9051, 4.2320], [-1.5167, -1.0136, 6.4819], [0.0435, 0.8050, 7.1154], [1.6596, 1.6407, 5.4281], [1.6335, 0.7928, 3.1572], [3.9451, -0.5360, 1.5610], [6.2237, -1.1365, 0.8987], [6.8216, -1.3375, -1.4867], [5.1096, -0.9263, -3.2238], [2.8173, -0.3169, -2.5746], [-0.6181, 1.8561, 0.5421], [-0.7017, 4.0505, 1.6417], [1.3864, 5.1270, 2.4152], [3.5535, 3.9804, 2.0922], [3.6408, 1.7758, 1.0278], [-3.6593, -0.7544, -6.7201], [-2.9247, -0.7359, -5.7600], [-1.4330, -0.9545, -5.7491], [-0.7990, -1.6769, -6.4950], [-0.9564, -0.1594, -4.6110], [-2.0580, 0.1691, -3.7851], [-1.9383, 0.8310, -2.6721], [-3.2829, -0.3873, -4.3411], [-4.3609, -0.5568, -3.7926], [0.2565, 0.1573, -4.3540], [1.1710, 3.8300, -2.3936], [3.1181, 3.0677, -2.6795], [3.5952, 2.3861, -3.7593], [4.9764, 2.0759, -3.6628], [5.5350, 2.5225, -2.5093], [4.3764, 3.3297, -1.5257], [2.9748, 2.1174, -4.6026], [5.5256, 1.5459, -4.4264], [6.5508, 2.4307, -2.1643]], "forces_ev_per_a": [[-0.384, -0.030, -0.047], [-0.357, -0.323, -0.295], [0.119, 0.488, -0.358], [0.430, -0.065, -0.147], [0.255, -0.484, 0.485], [0.011, 0.059, -0.207], [0.067, 0.052, 0.068], [-0.089, 0.031, -0.060], [-0.043, -0.019, -0.014], [-0.004, 0.060, 0.039], [-0.040, -0.062, -0.013], [-0.199, 0.300, -0.319], [0.023, 0.088, -0.040], [0.042, -0.025, -0.011], [0.014, -0.022, -0.034], [-0.079, -0.086, 0.049], [0.034, 0.008, -0.053], [0.091, 0.170, 0.332], [-0.064, -0.064, -0.068], [0.062, 0.100, 0.019], [0.009, -0.008, 0.103], [-0.042, -0.024, 0.063], [0.069, -0.025, -0.056], [0.136, 0.178, 0.912], [-0.268, -0.033, -0.269], [-0.014, 0.027, 0.056], [0.059, -0.005, 0.060], [-0.057, -0.056, -0.088], [0.074, -0.073, 0.046], [-0.078, -0.030, -0.014], [-0.037, 0.068, -0.210], [0.139, -0.090, 0.161], [-0.079, -0.051, 0.075], [0.007, 0.025, 0.054], [0.033, 0.006, 0.051], [-0.140, -0.031, 0.007], [0.137, 0.058, 0.027], [-0.042, -0.095, -0.107], [0.041, -0.090, -0.070], [-0.104, 0.044, 0.006], [-0.010, 0.011, -0.067], [-0.011, 0.032, 0.003], [-0.004, -0.019, -0.012], [0.021, -0.004, 0.001], [0.036, 0.014, 0.003], [-0.110, 0.082, -0.092], [0.039, 0.001, 0.014], [-0.018, -0.031, 0.010], [-0.027, -0.018, 0.008], [-0.047, 0.010, 0.008], [0.005, -0.004, -0.022], [-0.039, -0.005, -0.007], [0.027, -0.007, 0.032], [0.019, 0.029, -0.021], [-0.052, 0.048, -0.038], [0.020, 0.004, 0.000], [-0.021, 0.007, 0.029], [0.024, 0.014, 0.004], [-0.010, 0.028, -0.016], [0.037, -0.016, -0.005], [-0.099, -0.027, -0.062], [-0.014, 0.001, -0.006], [0.007, 0.027, 0.003], [0.012, 0.025, 0.009], [0.005, 0.018, -0.029], [-0.028, -0.269, 0.084], [-0.143, 0.135, -0.315], [0.304, -0.216, 0.068], [0.039, 0.171, -0.157], [-0.520, -0.131, -0.066], [0.401, 0.335, 0.425], [0.046, -0.393, -0.365], [-0.406, -0.020, 0.445], [0.083, 0.155, -0.115], [0.410, -0.062, 0.267], [0.179, -0.045, 0.058], [-0.019, 0.221, 0.192], [-0.035, -0.014, -0.103], [0.125, 0.010, -0.061], [-0.018, 0.263, 0.293], [-0.027, -0.220, -0.417], [-0.045, 0.006, -0.013], [0.041, -0.048, -0.032], [0.089, -0.065, -0.066]], "charge": -1, "total_energy_ev": -96036.317, "fmax_ev_per_a": 0.9, "e_above_lowest_kj_mol": 8.9, "e_homo_ev": -4.39, "gap_ev": 6.46}